[1]
Molecular formula: C9H14F9NO3S
Method: DFT, ωB97M-V with the def2-TZVPD basis set

Structure (ORCA input):
```
! wB97M-V def2-TZVPD RIJCOSX def2/J DEFGRID3
* xyz 0 1
O 3.424 -2.836 0.885
C 2.545 -2.055 0.427
N 1.145 -2.501 0.501
C 0.534 -2.682 -0.862
C -0.505 -1.530 -1.277
C -1.959 -1.685 -0.548
F -2.870 -1.932 -1.619
F -1.795 -2.830 0.311
C -2.202 -0.322 0.233
F -2.121 0.740 -0.730
F -1.146 -0.046 1.157
S -3.820 -0.114 1.128
F -3.369 1.467 1.533
F -4.492 0.509 -0.275
F -4.359 -1.650 0.814
F -3.109 -0.732 2.536
F -5.249 0.167 1.937
O 2.975 -0.794 -0.075
C 2.361 0.248 0.736
C 2.937 1.725 0.375
C 2.227 2.198 -0.989
C 0.912 3.122 -0.723
O 0.247 2.774 0.523
H 0.571 -1.888 1.096
H 0.134 -3.749 -1.007
H 1.417 -2.593 -1.607
H -0.005 -0.532 -1.051
H -0.638 -1.600 -2.419
H 2.405 0.031 1.868
H 1.242 0.294 0.462
H 4.067 1.597 0.245
H 2.647 2.384 1.259
H 2.976 2.804 -1.599
H 1.870 1.337 -1.649
H 1.189 4.234 -0.724
H 0.178 2.924 -1.580
H -0.365 3.516 0.709
*
```

## Properties
- SMILES string: O=C(NCCC(F)(F)C(F)(F)S(F)(F)(F)(F)F)OCCCCO
- Calculated total energy: -52479.550 eV
- F_max: 5.1 eV/A
- Gap between HOMO and LUMO: 8.4 eV

=====

[2]
Molecular formula: C9H14HfN2PS
Method: DFT, ωB97M-V with the def2-TZVPD basis set

Structure (ORCA input):
```
! wB97M-V def2-TZVPD RIJCOSX def2/J DEFGRID3
* xyz 1 1
C -1.479 -0.085 -1.329
C -2.034 0.161 -2.586
C -1.938 1.596 -2.773
C -1.408 2.230 -1.608
C -1.057 1.184 -0.673
Hf 1.656 0.126 0.381
P 0.581 -2.049 1.429
H -1.378 -1.041 -0.801
H -2.213 -0.637 -3.319
H -2.331 2.122 -3.632
H -1.239 1.371 0.403
H -1.403 3.315 -1.313
H 1.583 -3.073 1.574
H -0.294 -2.904 0.655
H -0.033 -2.384 2.685
C 4.305 2.232 0.784
N 3.739 1.203 1.678
C 4.489 0.389 2.499
C 3.633 -0.321 3.261
N 2.365 0.063 2.879
C 2.440 1.116 2.030
S 1.000 2.142 1.479
H 4.119 1.971 -0.275
H 3.866 3.229 0.993
H 5.395 2.250 0.949
H 5.561 0.457 2.482
H 3.790 -1.002 4.074
H 1.509 -0.222 3.370
*
```

## Properties
- Calculated total energy: -33957.159 eV
- F_max: 4.9 eV/A
- Gap between HOMO and LUMO (spin up / spin down): 4.9 / 4.9 eV

=====

[3]
Molecular formula: C9H14N
Method: DFT, ωB97M-V with the def2-TZVPD basis set

Structure (ORCA input):
```
! wB97M-V def2-TZVPD RIJCOSX def2/J DEFGRID3
* xyz 1 1
C 1.306 -0.517 -1.674
C 0.350 0.453 -1.811
C -2.789 0.498 0.018
C 2.683 -0.339 0.668
C 1.473 -1.151 0.951
C 1.476 -0.282 -0.229
C 0.617 0.909 -0.463
C 0.476 2.249 0.168
C -1.797 -1.567 0.129
N -1.721 -0.159 -0.036
H 1.865 -1.065 -2.409
H -0.350 1.086 -2.457
H -3.736 0.141 0.502
H -2.907 1.374 -0.523
H 2.996 0.339 1.483
H 3.636 -0.767 0.234
H 1.294 -2.256 0.862
H 0.888 -0.705 1.750
H -0.536 2.343 0.003
H 1.102 2.870 -0.463
H 0.657 2.173 1.200
H -2.680 -1.995 0.420
H -0.975 -1.931 0.858
H -1.466 -1.949 -0.939
*
```

## Properties
- Relative energy (zero: lowest compared OMol25 entry of this formula, charge and spin): 590.2 kJ/mol
- Calculated total energy: -11037.702 eV
- F_max: 5.5 eV/A
- Gap between HOMO and LUMO: 8.3 eV

=====

[4]
Molecular formula: C9H14N2O
Method: DFT, ωB97M-V with the def2-TZVPD basis set

Structure (ORCA input):
```
! wB97M-V def2-TZVPD RIJCOSX def2/J DEFGRID3
* xyz 2 1
C 0.752 0.482 0.373
C -0.104 1.150 1.162
C -1.563 1.510 -1.033
C -0.535 0.475 -0.432
C -1.437 0.836 0.874
C 2.949 0.470 1.266
C 2.394 0.118 -1.142
C -0.814 -1.777 0.717
C -2.793 -0.826 -0.303
N 2.008 0.334 0.206
N -1.505 -0.540 0.197
O -2.249 1.667 0.202
H -1.031 2.450 -1.277
H -2.004 1.201 -2.060
H 3.340 -0.574 1.684
H 3.911 0.852 0.982
H 2.547 1.024 2.112
H 2.231 0.941 -1.886
H 3.469 0.022 -1.296
H 2.047 -0.904 -1.443
H -1.680 -2.287 1.194
H -0.329 -2.134 -0.230
H 0.076 -1.623 1.381
H -2.862 -1.408 -1.266
H -3.320 -1.553 0.373
H -3.498 0.096 -0.353
*
```

## Properties
- Relative energy (zero: lowest compared OMol25 entry of this formula, charge and spin): 632.6 kJ/mol
- Calculated total energy: -14560.818 eV
- F_max: 5.2 eV/A
- Gap between HOMO and LUMO (spin up / spin down): 8.0 / 8.0 eV

=====

[5]
Molecular formula: C9H14N2O2
Method: DFT, ωB97M-V with the def2-TZVPD basis set

Structure (ORCA input):
```
! wB97M-V def2-TZVPD RIJCOSX def2/J DEFGRID3
* xyz 0 1
C 2.092 -0.340 1.521
C 1.626 1.074 1.179
C 1.332 1.215 -0.299
N 2.454 1.197 -1.203
O 0.285 2.061 -0.694
C 0.043 0.676 -0.884
O 0.151 0.232 -2.188
C -1.140 0.113 -0.152
C -1.804 0.747 0.876
C -2.861 -0.087 1.269
C -2.802 -1.196 0.469
N -1.758 -1.076 -0.393
C -1.450 -2.067 -1.387
H 2.251 -0.428 2.592
H 3.023 -0.584 1.008
H 1.335 -1.063 1.220
H 2.386 1.806 1.466
H 0.712 1.300 1.725
H 3.326 1.178 -0.686
H 2.440 2.039 -1.769
H 1.064 0.396 -2.481
H -1.567 1.717 1.267
H -3.569 0.113 2.046
H -3.439 -2.058 0.445
H -0.664 -1.698 -2.040
H -1.128 -2.997 -0.915
H -2.338 -2.270 -1.992
*
```

## Properties
- SMILES string: CC[C@]1(N)O[C@]1(O)c1cccn1C
- Relative energy (zero: lowest compared OMol25 entry of this formula, charge and spin): 159.1 kJ/mol
- Calculated total energy: -16634.430 eV
- F_max: 1.4 eV/A
- Gap between HOMO and LUMO: 8.8 eV

=====

[6]
Molecular formula: C9H14N2O7
Method: DFT, ωB97M-V with the def2-TZVPD basis set

Structure (ORCA input):
```
! wB97M-V def2-TZVPD RIJCOSX def2/J DEFGRID3
* xyz 0 1
N -2.339 -2.078 -0.469
C -1.708 -0.953 -1.141
C -2.297 0.379 -0.602
C -2.544 0.322 0.881
O -1.693 0.418 1.741
O -3.829 0.159 1.183
C -0.189 -1.099 -1.000
O 0.419 -1.727 -1.894
N 0.400 -0.575 0.059
C 1.866 -0.482 0.180
C 2.239 0.640 1.145
C 1.455 1.938 0.923
C 1.473 2.401 -0.511
O 2.362 2.218 -1.289
O 0.355 3.072 -0.841
C 2.481 -1.818 0.609
O 3.123 -1.953 1.620
O 2.274 -2.843 -0.235
H -3.346 -2.079 -0.676
H -1.935 -2.941 -0.837
H -1.856 -0.957 -2.253
H -1.612 1.213 -0.798
H -3.256 0.575 -1.134
H -3.877 0.102 2.155
H -0.152 -0.211 0.820
H 2.208 -0.239 -0.822
H 3.325 0.821 0.996
H 2.124 0.317 2.153
H 1.903 2.721 1.529
H 0.414 1.844 1.261
H 0.490 3.350 -1.770
H 1.721 -2.535 -0.981
*
```

## Properties
- SMILES string: N[C@@H](CC(=O)O)C(=O)N[C@@H](CCC(=O)O)C(=O)O
- Relative energy (zero: lowest compared OMol25 entry of this formula, charge and spin): 0.4 kJ/mol
- Calculated total energy: -26875.231 eV
- F_max: 1.6 eV/A
- Gap between HOMO and LUMO: 10.2 eV

=====

[7]
Molecular formula: C9H14N2OS2
Method: DFT, ωB97M-V with the def2-TZVPD basis set

Structure (ORCA input):
```
! wB97M-V def2-TZVPD RIJCOSX def2/J DEFGRID3
* xyz 0 1
O 2.190 0.513 -1.096
C 1.183 -0.165 -1.154
C 0.263 -0.065 -2.366
S -1.509 0.127 -2.004
C -1.457 1.498 -0.950
N -0.415 2.143 -0.683
C -0.589 3.229 0.224
C -2.084 3.400 0.600
S -2.978 2.015 -0.183
N 0.866 -1.053 -0.200
C -0.199 -2.036 -0.183
C 0.297 -3.082 0.814
C 1.048 -2.229 1.834
C 1.743 -1.194 0.956
H 0.331 -0.968 -2.974
H 0.584 0.797 -2.950
H 0.021 3.026 1.110
H -0.198 4.133 -0.250
H -2.501 4.328 0.214
H -2.251 3.349 1.674
H -0.373 -2.452 -1.177
H -1.133 -1.585 0.171
H -0.519 -3.651 1.253
H 0.984 -3.772 0.323
H 1.755 -2.804 2.428
H 0.340 -1.743 2.505
H 1.873 -0.224 1.441
H 2.728 -1.535 0.622
*
```

## Properties
- SMILES string: O=C(CSC1=NCCS1)N1CCCC1
- Relative energy (zero: lowest compared OMol25 entry of this formula, charge and spin): 0.0 kJ/mol
- Calculated total energy: -36258.578 eV
- F_max: 0.9 eV/A
- Gap between HOMO and LUMO: 9.3 eV

=====

[8]
Molecular formula: C9H14N2PPd
Method: DFT, ωB97M-V with the def2-TZVPD basis set

Structure (ORCA input):
```
! wB97M-V def2-TZVPD RIJCOSX def2/J DEFGRID3
* xyz -1 3
C -0.698 1.433 0.765
C -0.334 2.809 0.989
C 0.000 2.951 2.364
C -0.166 1.680 2.999
C -0.657 0.748 2.042
Pd -0.284 -1.522 -0.875
P -1.141 -1.033 -2.956
H -0.978 0.939 -0.175
H -0.327 3.577 0.229
H 0.351 3.866 2.830
H -0.961 -0.268 2.236
H 0.043 1.465 4.046
H -0.390 -0.867 -4.163
H -1.969 0.109 -3.155
H -2.061 -1.987 -3.470
C 2.193 -3.132 -1.839
C 2.554 -2.255 -0.727
N 1.754 -1.363 -0.173
C 2.481 -0.685 0.811
C 3.725 -1.250 0.883
N 3.765 -2.242 -0.092
H 2.824 -2.912 -2.710
H 2.333 -4.179 -1.541
H 1.128 -2.924 -2.081
H 2.063 0.125 1.380
H 4.559 -1.032 1.532
H 4.518 -2.882 -0.285
*
```

## Properties
- <S²>: 2.004
- Relative energy (zero: lowest compared OMol25 entry of this formula, charge and spin): 0.0 kJ/mol
- Calculated total energy: -25305.271 eV
- F_max: 1.9 eV/A
- Gap between HOMO and LUMO (spin up / spin down): 3.8 / 4.8 eV

=====

[9]
Molecular formula: C9H14N3O2
Method: DFT, ωB97M-V with the def2-TZVPD basis set

Structure (ORCA input):
```
! wB97M-V def2-TZVPD RIJCOSX def2/J DEFGRID3
* xyz 1 1
N -4.392 -3.865 -0.126
C -3.482 -2.871 -0.031
C -3.044 -2.046 1.020
N -1.970 -1.405 0.474
C -1.315 -0.532 1.200
O -1.646 -0.159 2.413
C 0.166 0.169 0.392
C 0.830 1.225 1.147
C 1.564 2.080 0.085
C 2.508 1.131 -0.639
C 1.695 0.243 -1.578
C 0.493 -0.355 -0.867
N -1.721 -1.764 -0.747
O -2.638 -2.654 -1.081
H -5.153 -3.523 0.313
H -4.524 -3.942 -1.105
H -3.334 -2.024 2.102
H -1.165 0.753 2.558
H 0.141 1.857 1.665
H 1.614 0.887 1.925
H 0.760 2.511 -0.446
H 2.022 2.854 0.526
H 3.183 1.749 -1.020
H 3.058 0.491 0.105
H 2.274 -0.440 -2.046
H 1.199 0.880 -2.386
H 0.562 -1.515 -0.944
H -0.366 -0.164 -1.464
*
```

## Properties
- SMILES string: Nc1c[n+](C(O)=C2CCCCC2)no1
- Relative energy (zero: lowest compared OMol25 entry of this formula, charge and spin): 629.0 kJ/mol
- Calculated total energy: -18111.584 eV
- F_max: 9.5 eV/A
- Gap between HOMO and LUMO (spin up / spin down): 6.9 / 7.8 eV

=====

[10]
Molecular formula: C9H14N3O4
Method: DFT, ωB97M-V with the def2-TZVPD basis set

Structure (ORCA input):
```
! wB97M-V def2-TZVPD RIJCOSX def2/J DEFGRID3
* xyz -1 1
C 2.631 -0.392 0.847
C 0.408 -1.282 -1.302
C 1.879 -1.148 1.720
C 0.087 -0.161 -0.308
C -3.735 -0.681 -0.569
C 1.094 2.816 -1.141
C -1.374 -0.044 -0.161
C -2.254 -1.021 -0.959
C 0.677 2.166 0.246
N 2.260 0.570 0.067
N 0.928 0.741 0.151
N 2.390 -2.014 2.580
O 0.233 -0.475 -2.291
O 1.559 -2.547 3.353
O 0.573 -2.437 -1.094
O 3.556 -2.360 2.537
H 3.638 -0.655 0.750
H 0.858 -0.921 1.870
H -4.043 -0.781 0.483
H -4.432 -1.369 -1.025
H -3.916 0.416 -0.812
H 0.233 2.975 -1.834
H 1.536 3.806 -0.962
H 1.800 2.221 -1.599
H -1.616 -0.293 0.874
H -1.769 0.935 -0.334
H -2.195 -1.034 -2.031
H -1.850 -2.023 -0.577
H 1.197 2.544 1.175
H -0.352 2.451 0.344
*
```

## Properties
- Relative energy (zero: lowest compared OMol25 entry of this formula, charge and spin): 386.2 kJ/mol
- Calculated total energy: -22216.427 eV
- F_max: 3.2 eV/A
- Gap between HOMO and LUMO: 7.3 eV

=====

[11]
Molecular formula: C9H14N4O
Method: DFT, ωB97M-V with the def2-TZVPD basis set

Structure (ORCA input):
```
! wB97M-V def2-TZVPD RIJCOSX def2/J DEFGRID3
* xyz 2 1
C 2.998 -2.382 -0.026
C 1.305 -1.678 -1.421
C 3.419 -2.567 -2.410
C -0.589 0.390 0.275
C 1.956 -2.274 -2.635
C -0.221 2.532 1.293
C -4.086 2.423 1.437
C -0.873 1.191 1.397
C -3.287 1.239 1.041
N 1.894 -1.693 -0.218
N 0.255 -0.970 -1.514
N -0.196 -0.466 -0.443
N 3.816 -2.679 -1.006
O 4.178 -2.969 -3.240
H 3.273 -2.632 1.002
H 1.441 -3.204 -2.729
H 1.742 -1.521 -3.465
H -0.369 3.225 2.147
H -0.411 2.828 0.304
H 0.846 2.365 1.314
H -3.795 3.223 0.666
H -3.718 2.738 2.399
H -5.166 2.249 1.564
H -2.065 1.412 1.306
H -0.584 0.781 2.357
H -3.213 1.158 -0.012
H -3.346 0.220 1.555
H 4.797 -2.939 -0.936
*
```

## Properties
- Relative energy (zero: lowest compared OMol25 entry of this formula, charge and spin): 336.6 kJ/mol
- Calculated total energy: -17545.211 eV
- F_max: 5.0 eV/A
- Gap between HOMO and LUMO (spin up / spin down): 6.7 / 6.7 eV

=====

[12]
Molecular formula: C9H14NO
Method: DFT, ωB97M-V with the def2-TZVPD basis set

Structure (ORCA input):
```
! wB97M-V def2-TZVPD RIJCOSX def2/J DEFGRID3
* xyz 1 1
C 3.551 -1.266 -0.475
C 2.594 -0.552 -0.294
C -2.224 -1.314 0.159
C -0.734 -1.611 0.300
C 1.397 1.652 -0.345
C -2.173 0.216 0.345
C -0.125 1.874 -0.145
C -0.186 -0.611 -0.730
C 1.599 0.251 0.202
N -1.015 0.613 -0.520
O 1.392 0.125 1.534
H 4.102 -2.043 -0.919
H -2.639 -1.430 -0.905
H -2.795 -1.710 0.965
H -0.444 -1.406 1.271
H -0.318 -2.555 0.033
H 1.597 1.924 -1.418
H 1.755 2.532 0.152
H -3.161 0.754 0.154
H -2.044 0.563 1.309
H -0.343 2.067 1.007
H -0.333 2.830 -0.539
H -0.026 -1.057 -1.673
H -1.258 0.755 -1.490
H 1.829 -0.602 2.023
*
```

## Properties
- Relative energy (zero: lowest compared OMol25 entry of this formula, charge and spin): 469.6 kJ/mol
- Calculated total energy: -13085.840 eV
- F_max: 6.3 eV/A
- Gap between HOMO and LUMO: 9.3 eV

=====

Repeat the eleventh record exactly.
Molecular formula: C9H14N4O
Method: DFT, ωB97M-V with the def2-TZVPD basis set

Structure (ORCA input):
```
! wB97M-V def2-TZVPD RIJCOSX def2/J DEFGRID3
* xyz 2 1
C 2.998 -2.382 -0.026
C 1.305 -1.678 -1.421
C 3.419 -2.567 -2.410
C -0.589 0.390 0.275
C 1.956 -2.274 -2.635
C -0.221 2.532 1.293
C -4.086 2.423 1.437
C -0.873 1.191 1.397
C -3.287 1.239 1.041
N 1.894 -1.693 -0.218
N 0.255 -0.970 -1.514
N -0.196 -0.466 -0.443
N 3.816 -2.679 -1.006
O 4.178 -2.969 -3.240
H 3.273 -2.632 1.002
H 1.441 -3.204 -2.729
H 1.742 -1.521 -3.465
H -0.369 3.225 2.147
H -0.411 2.828 0.304
H 0.846 2.365 1.314
H -3.795 3.223 0.666
H -3.718 2.738 2.399
H -5.166 2.249 1.564
H -2.065 1.412 1.306
H -0.584 0.781 2.357
H -3.213 1.158 -0.012
H -3.346 0.220 1.555
H 4.797 -2.939 -0.936
*
```

## Properties
- Relative energy (zero: lowest compared OMol25 entry of this formula, charge and spin): 336.6 kJ/mol
- Calculated total energy: -17545.211 eV
- F_max: 5.0 eV/A
- Gap between HOMO and LUMO (spin up / spin down): 6.7 / 6.7 eV